Molecular formula: C19H22Br2N7O4
Method: DFT, the ωB97M-V functional and the def2-TZVPD basis

The geometry in XYZ format:
```
54
Properties=species:S:1:pos:R:3:forces:R:3:nbo_charge:R:1
C 4.26812 1.61312 0.57160 -0.5 -0.1 0.3 -0.6710
C 3.27320 0.88654 -0.39898 0.4 1.0 -0.3 -0.0994
Br 2.66778 -0.88016 0.12564 0.2 1.2 -0.5 0.0749
C 2.85097 1.46983 -1.55610 0.4 -0.4 1.2 0.1434
Br 3.62478 3.23888 -1.94411 -0.6 -1.5 -0.3 0.0743
O 1.93170 0.90309 -2.46972 -0.4 1.3 1.3 -0.5142
C 0.71790 1.65123 -2.46607 0.5 -0.3 0.0 0.7758
O 0.50914 2.44353 -3.32045 -0.4 -0.2 0.5 -0.4299
C -0.32160 1.33832 -1.33393 -0.6 -0.7 1.1 -0.1005
C -0.83793 -0.03536 -1.18370 -1.1 1.6 1.8 -0.1199
C -1.83759 -0.30306 -0.15848 1.2 1.0 -1.0 0.0526
N -2.26285 0.71144 0.67719 1.1 0.6 -1.4 -0.4314
C -1.81044 2.00545 0.56878 1.1 0.1 -1.2 0.0632
C -0.82068 2.39812 -0.44731 -1.2 -2.3 0.9 0.2878
O -0.47471 3.73574 -0.48650 -2.4 -2.4 0.1 -0.3832
N 0.92214 3.93588 -0.50181 1.2 1.9 -1.3 0.3920
O 1.09708 4.95439 -1.03732 0.5 -0.9 1.0 -0.1617
H 4.41270 1.03439 1.52410 -0.1 0.3 -1.1 0.2440
H 5.26014 1.82654 0.09708 -0.9 -0.4 0.3 0.2648
H 3.83622 2.60533 0.88739 0.3 -1.0 -0.5 0.2400
H -0.51501 -0.90038 -1.80501 0.0 1.0 0.5 0.2834
H -2.30012 -1.30444 0.00376 0.6 1.0 -0.1 0.2612
H -2.97456 0.50813 1.39285 0.4 -0.1 -0.3 0.4745
H -2.22430 2.76056 1.27462 0.4 -0.8 -0.7 0.2685
C 1.53645 -4.92201 0.87016 -0.2 0.4 -0.4 -0.7241
C 0.96378 -4.00874 -0.14658 0.0 -0.2 0.0 0.3520
N 0.51793 -3.30416 -0.94255 0.1 -0.3 0.5 -0.4197
H 1.76491 -5.88501 0.41441 0.0 0.1 0.0 0.2714
H 2.45220 -4.49407 1.27781 0.0 0.0 -0.1 0.2647
H 0.82101 -5.07038 1.67849 0.0 0.0 -0.1 0.2632
C -5.01110 -3.13393 0.60198 0.2 0.3 0.5 -0.7243
C -4.40145 -2.37712 1.72092 -0.3 -0.3 -0.4 0.3260
N -3.92812 -1.77574 2.57976 0.1 0.1 -0.3 -0.4037
H -5.96545 -2.68484 0.32766 0.0 0.0 0.1 0.2683
H -4.34650 -3.11398 -0.26096 0.0 -0.1 0.0 0.2549
H -5.17627 -4.16946 0.89754 0.1 0.0 0.0 0.2822
C -2.36341 -2.95892 -2.85533 -0.5 -0.3 0.0 -0.7322
C -3.19544 -4.13125 -2.50865 -0.1 -0.1 0.1 0.2791
N -3.85360 -5.02926 -2.20580 0.4 0.7 -0.1 -0.3191
H -1.91756 -3.09017 -3.84100 0.0 0.0 0.1 0.2730
H -2.98232 -2.06006 -2.86246 -0.1 -0.1 -0.1 0.2398
H -1.57292 -2.83960 -2.12226 0.2 -0.2 0.1 0.2585
C 6.71425 5.81065 -3.52568 0.3 -0.4 0.3 -0.7141
C 7.32885 4.76075 -2.67778 -0.2 0.4 -0.3 0.2876
N 7.80367 3.94721 -2.02087 -0.1 0.1 -0.1 -0.3345
H 6.92786 5.61045 -4.57513 0.0 0.0 0.1 0.2587
H 5.63461 5.82156 -3.37777 0.1 0.0 0.0 0.2444
H 7.12018 6.78595 -3.25914 0.0 -0.1 0.0 0.2590
C -4.23185 -1.03447 6.15052 0.3 0.3 0.4 -0.7156
C -3.61818 -0.25717 7.25366 -0.3 -0.3 -0.4 0.2776
N -3.14289 0.34619 8.10704 0.0 -0.1 -0.1 -0.3215
H -5.19152 -0.59636 5.87764 0.1 0.0 0.0 0.2508
H -3.57601 -1.02399 5.28065 0.0 0.0 0.0 0.2528
H -4.38833 -2.06571 6.46551 0.0 0.1 0.0 0.2556
```
Forces are in eV/Å.

Kohn-Sham gap = 6.83 eV
total charge = +1

Molecular formula: C8H17N4O3
Method: DFT, the ωB97M-V functional and the def2-TZVPD basis

The geometry in XYZ format:
```
32
Properties=species:S:1:pos:R:3:forces:R:3:nbo_charge:R:1
C 2.26991 -2.43844 -2.56295 0.2 0.2 -3.7 -0.7390
C 1.46549 -2.18288 -1.38016 -1.6 0.4 0.8 0.7029
O 1.27601 -2.90303 -0.44176 0.3 -0.1 0.5 -0.5365
N 0.76084 -0.93610 -1.46952 2.2 -0.4 -1.5 -0.6380
C 0.05866 -0.26922 -0.59187 -0.3 0.5 -0.1 0.7184
N -0.03247 -0.49608 0.69197 -0.4 -1.4 0.3 -0.5616
C -1.02156 0.02813 1.63970 1.2 0.6 2.0 0.3993
C -2.42524 -0.60230 1.59602 -0.4 3.1 -0.3 -0.6804
O -1.05879 1.42972 1.34915 -0.7 -0.5 0.9 -0.7486
C -0.30511 -0.19759 3.06117 -1.4 -1.1 -0.9 -0.2376
N 0.96995 0.35838 3.16330 2.1 1.3 0.0 -0.8626
N -0.56269 0.80509 -1.09744 -1.7 1.9 1.0 -0.6341
C -0.11393 1.59768 -2.18164 -0.8 -1.0 0.0 0.7142
C -0.50174 2.99060 -2.23557 0.8 2.2 -1.4 -0.7343
O 0.51304 1.08372 -3.05680 1.5 -0.8 -1.3 -0.5562
H 2.47144 -1.44438 -3.10136 0.1 -1.5 0.8 0.2360
H 3.19335 -2.95569 -2.32653 0.1 0.0 0.1 0.2735
H 1.74299 -3.09230 -3.40073 0.7 1.2 2.0 0.2883
H 0.96796 -0.30185 -2.29352 -0.5 -0.9 0.3 0.4548
H 0.52534 -1.25441 1.03188 0.1 -0.7 -0.1 0.4406
H -2.55332 -1.15931 0.72482 -0.3 -1.2 -1.3 0.2292
H -3.14379 0.25392 1.54633 0.7 -0.3 -0.5 0.2513
H -2.89284 -1.06201 2.42715 0.7 -1.2 1.2 0.2571
H -0.72663 1.86017 2.14420 0.2 0.4 -0.1 0.5132
H -0.95016 0.23554 3.81914 -0.3 -0.1 0.1 0.2218
H -0.24954 -1.27819 3.20674 -0.6 -0.3 0.0 0.1897
H 1.75198 -0.19343 2.79736 -0.6 0.3 0.3 0.3760
H 1.22514 0.70668 4.08665 -0.2 -0.2 -0.4 0.3980
H -1.16078 1.23619 -0.36643 0.8 0.4 -0.9 0.4553
H -1.07673 3.20141 -1.37136 -1.3 0.8 0.3 0.2338
H -0.81579 3.34420 -3.30205 -0.1 -1.0 2.2 0.2946
H 0.39899 3.63577 -2.10590 -0.2 -0.7 0.1 0.2807
```
Forces are in eV/Å.

Kohn-Sham gap = 9.75 eV
total charge = +1

Molecular formula: C20H56AsF6O8
Method: DFT, the ωB97M-V functional and the def2-TZVPD basis

The geometry in XYZ format:
```
91
Properties=species:S:1:pos:R:3:forces:R:3:lowdin_charge:R:1
As 0.67378 0.11964 0.83114 0.0 0.2 -0.3 0.8447
F 0.80146 1.55680 -0.21003 0.2 -1.1 0.4 -0.3032
F 1.47879 -0.92988 -0.39465 -0.8 0.9 1.1 -0.3143
F 0.46996 -1.22945 1.96928 0.2 0.5 -1.0 -0.3025
F -0.07500 1.14545 2.04236 0.2 -0.3 -0.4 -0.2920
F -0.93168 -0.20978 0.07662 1.5 0.1 0.7 -0.3154
F 2.28835 0.47405 1.53476 -1.2 -0.3 -0.6 -0.3167
C 6.71501 0.40425 -2.15155 0.7 -0.7 0.3 -0.0903
C 6.84016 -1.10904 -2.28369 -0.2 0.8 1.0 -0.3567
O 5.88806 -1.52992 -3.21196 -0.4 -0.9 -0.5 -0.0766
H 7.42072 0.72359 -1.38469 0.4 0.5 -0.4 0.0688
H 5.73937 0.67405 -1.74726 -0.2 -0.1 -0.4 0.0772
H 6.87644 0.77588 -3.16345 0.1 0.7 0.3 0.0752
H 6.64589 -1.52412 -1.29472 0.0 -0.4 0.1 0.1053
H 7.82755 -1.46009 -2.58359 0.0 0.2 -0.3 0.1088
H 5.04709 -1.44032 -2.75771 -0.3 -0.1 -0.2 0.0881
C -0.03876 -2.10161 -6.89331 -0.2 1.2 0.5 -0.1026
C 0.63015 -3.10520 -7.74842 0.1 -0.3 1.6 -0.3859
O -0.28029 -3.53747 -8.68084 -0.9 -0.5 -1.9 -0.0647
H -0.07541 -1.11901 -7.36368 0.0 0.1 0.1 0.0745
H 0.53249 -2.04045 -5.96702 -0.2 0.3 0.1 0.0822
H -1.06149 -2.40753 -6.67299 0.1 -0.1 0.1 0.0828
H 0.76483 -3.92025 -7.03731 1.0 -0.4 -0.2 0.1118
H 1.54954 -2.68175 -8.15276 0.2 -0.4 -0.2 0.1161
H 0.03935 -4.34800 -9.08389 0.0 0.0 -0.1 0.0858
C -4.54832 3.47726 -3.03645 0.5 1.1 -0.6 -0.0843
C -3.34761 4.08782 -3.76722 0.0 0.1 0.1 -0.3112
O -3.78249 5.22642 -4.53961 0.4 -0.4 0.3 -0.1004
H -5.17803 4.32330 -2.76114 -0.2 -0.1 0.1 0.0685
H -4.30580 2.95333 -2.11190 0.0 -0.5 -0.5 0.0773
H -5.02876 2.93715 -3.85227 -0.6 -0.6 0.7 0.0693
H -2.93170 3.35034 -4.45369 0.2 -0.1 0.1 0.1029
H -2.54371 4.39493 -3.09824 -0.2 0.3 -0.1 0.1088
H -4.33658 4.84964 -5.22707 -0.1 0.2 -0.2 0.0693
C 3.23510 5.35328 4.20357 0.7 1.1 0.3 -0.0917
C 4.36353 4.75307 5.11363 -1.4 -0.3 -2.6 -0.2937
O 3.97985 3.41514 5.39709 0.4 0.1 1.3 -0.0924
H 3.07814 4.78905 3.28427 -0.1 -0.6 0.3 0.0724
H 3.51412 6.32276 3.79082 0.4 0.3 0.2 0.0562
H 2.29447 5.57374 4.70825 0.0 -0.6 0.2 0.0673
H 4.59764 5.35442 5.99209 -0.4 -0.5 0.2 0.1058
H 5.24469 4.71408 4.47322 0.4 0.2 0.2 0.0952
H 3.74482 2.97401 4.57748 0.0 0.1 -0.1 0.0806
C -8.64632 -2.71049 0.86762 -0.2 -0.1 0.7 -0.0732
C -7.45460 -1.81377 1.12780 1.5 -0.7 1.1 -0.4766
C -6.66962 -2.25045 2.42967 -1.0 0.0 -0.6 -0.0520
O -6.58582 -1.91871 0.00311 -0.7 0.0 -0.5 -0.0547
H -8.36249 -3.71957 0.56877 0.1 0.2 -0.4 0.0831
H -9.35765 -2.23703 0.19091 0.2 -0.3 -0.3 0.0762
H -9.16829 -2.85118 1.81411 -0.2 0.1 0.1 0.0735
H -7.86419 -0.81776 1.29598 0.3 0.4 -0.3 0.1227
H -7.24841 -1.97344 3.31079 -0.1 -0.1 0.1 0.0664
H -5.67664 -1.82613 2.57815 0.0 0.3 -0.5 0.0722
H -6.55759 -3.33461 2.41682 0.0 -0.1 0.0 0.0728
H -5.74080 -1.47322 0.09847 -0.1 0.2 0.5 0.0895
C -0.11190 -7.60147 -1.45440 0.0 0.5 -0.3 -0.0528
C -0.19234 -6.70093 -0.22900 -0.5 -0.2 -0.9 -0.5391
C -1.49660 -5.96943 -0.08561 -0.5 0.6 -1.3 -0.0626
O -0.19411 -7.53945 0.86579 1.1 -1.3 1.9 -0.0553
H 0.21874 -6.99227 -2.29561 -0.2 -0.1 -0.2 0.0768
H -1.07835 -8.05337 -1.67770 0.0 0.0 0.0 0.0765
H 0.61267 -8.40462 -1.32002 0.1 0.1 0.2 0.0765
H 0.67908 -6.04624 -0.21753 0.1 0.3 0.0 0.1388
H -1.70554 -5.33768 -0.94893 0.0 0.4 0.1 0.0824
H -1.54170 -5.38665 0.83441 0.0 0.1 -0.1 0.0838
H -2.29161 -6.71511 -0.08256 0.0 -0.1 0.2 0.0824
H -0.06467 -6.96026 1.62036 -0.1 -0.3 0.4 0.0929
C -0.62670 8.69540 -0.02665 -0.4 0.1 0.4 -0.0512
C -1.73546 9.42190 -0.80453 0.4 -0.6 1.9 -0.5732
C -1.88387 10.80141 -0.27405 0.1 1.0 0.7 -0.0727
O -1.48481 9.52037 -2.13216 0.4 0.0 -2.7 -0.0194
H -1.02564 8.63286 0.98579 0.2 -0.5 0.2 0.0745
H 0.30707 9.25124 0.05840 0.0 0.3 -0.3 0.0781
H -0.38269 7.70484 -0.41052 -0.2 0.0 0.0 0.0782
H -2.66968 8.88541 -0.63862 -0.2 -0.2 0.1 0.1370
H -1.96561 10.75447 0.81186 -0.3 0.2 0.0 0.0801
H -2.72223 11.34555 -0.70899 -0.1 -0.1 0.1 0.0818
H -0.98719 11.38971 -0.46885 0.1 -0.1 -0.2 0.0851
H -1.67294 8.67443 -2.54518 0.1 0.0 -0.2 0.1016
C 4.21199 -3.51815 6.16084 0.6 -0.3 -0.3 -0.0641
C 3.99777 -4.75685 5.21966 -0.4 1.6 1.8 -0.4653
C 4.73464 -6.00290 5.69085 -0.3 0.3 0.1 -0.0525
O 2.59121 -4.97950 5.27619 -0.1 -0.8 -0.6 -0.0672
H 5.26934 -3.25342 6.15634 0.0 0.4 -0.1 0.0693
H 3.94121 -3.65083 7.20830 0.0 -0.9 0.0 0.0724
H 3.58433 -2.66469 5.90440 0.2 0.1 -0.7 0.0716
H 4.33540 -4.50569 4.21417 -0.2 0.1 -0.1 0.1282
H 5.28292 -5.80234 6.61133 0.1 0.0 -0.1 0.0696
H 5.42314 -6.32317 4.90887 0.0 -0.3 0.2 0.0722
H 3.98542 -6.75789 5.92912 0.2 -0.2 -0.2 0.0785
H 2.17542 -4.25795 4.79861 -0.2 0.1 0.0 0.0872
```
Forces are in eV/Å.

Kohn-Sham gap = 10.44 eV
total charge = -1